No. 1
88
Properties=species:S:1:pos:R:3:lowdin_charge:R:1 method="wB97M-V/def2-TZVPD" molar_mass_g_mol=907.04 smiles="O=NOB(CP(=O)(O)O)B(O)O.CCOC(=O)C(F)(F)F.CCOC(=O)C(F)(F)F.CCOC(=O)C(F)(F)F.CCOC(=O)C(F)(F)F.CCOC(=O)C(F)(F)F" fmax_ev_per_a=0.84 spin_multiplicity=1 orbital_gap_ev=9.38
O 0.8951 -1.1296 0.1436 0.09
N 0.5849 -0.4793 -0.7690 0.00
O -0.6263 0.2067 -0.5273 0.04
B -1.1975 0.8857 -1.6326 -0.31
C -2.2216 0.0864 -2.5054 -0.12
P -3.9296 0.3416 -1.9597 0.42
O -4.8942 -0.0705 -2.9601 -0.24
O -4.0471 -0.4907 -0.5863 -0.11
O -4.1462 1.8888 -1.5568 -0.11
B -0.9379 2.5470 -1.9804 -0.54
O -0.1795 3.3696 -1.2057 0.17
O -1.5541 3.0716 -3.1207 0.13
H -2.0622 -0.9893 -2.3948 0.10
H -2.1686 0.3479 -3.5614 0.10
H -3.6136 -0.0209 0.1394 0.08
H -3.6961 2.1885 -0.7543 0.05
H -0.4953 4.2807 -1.2610 0.11
H -2.4978 3.2220 -2.9734 0.10
C 5.0280 -1.4441 -4.9197 -0.05
C 4.2929 -2.7668 -4.9010 -0.18
O 2.9382 -2.5985 -4.4207 0.04
C 2.0639 -2.0660 -5.2535 -0.41
O 2.2393 -1.7254 -6.3861 0.17
C 0.7076 -1.9392 -4.5299 -0.54
F 0.8766 -1.3873 -3.3172 0.14
F 0.1464 -3.1417 -4.3573 0.17
F -0.1369 -1.1812 -5.2190 0.18
H 4.9973 -0.9809 -3.9390 0.06
H 6.0666 -1.6049 -5.2032 0.08
H 4.5784 -0.7508 -5.6305 0.08
H 4.7586 -3.4504 -4.1994 0.10
H 4.2834 -3.2454 -5.8800 0.13
C -6.3853 3.3574 4.2845 -0.05
C -5.9049 2.5402 3.1075 -0.18
O -5.0822 3.3240 2.2084 0.03
C -3.8379 3.5463 2.5943 -0.41
O -3.2942 3.1535 3.5825 0.18
C -3.1193 4.3853 1.5188 -0.53
F -3.8356 5.4468 1.1553 0.18
F -2.9277 3.6283 0.4082 0.13
F -1.9347 4.7951 1.9356 0.19
H -6.9203 4.2432 3.9418 0.09
H -7.0521 2.7630 4.9009 0.06
H -5.5529 3.6895 4.9037 0.08
H -6.7443 2.2118 2.4992 0.13
H -5.3508 1.6563 3.4228 0.13
C 3.9576 -1.3213 1.3645 -0.06
C 4.1801 -2.3944 0.3235 -0.19
O 5.0117 -1.9313 -0.7638 0.03
C 6.3115 -1.8616 -0.5285 -0.40
O 6.8884 -2.1468 0.4795 0.17
C 7.0280 -1.3791 -1.8053 -0.54
F 6.4308 -0.2925 -2.3057 0.16
F 6.9963 -2.3450 -2.7347 0.14
F 8.2990 -1.0839 -1.5560 0.18
H 3.5291 -0.4295 0.9067 0.08
H 3.2695 -1.6886 2.1250 0.09
H 4.8880 -1.0351 1.8534 0.08
H 3.2377 -2.6684 -0.1449 0.12
H 4.6212 -3.2934 0.7535 0.13
C 10.1926 -4.2352 -3.2137 -0.05
C 9.9512 -4.8084 -4.5926 -0.18
O 8.8484 -5.7427 -4.5984 0.04
C 7.6354 -5.2179 -4.5729 -0.38
O 7.3546 -4.0538 -4.5644 0.15
C 6.5903 -6.3530 -4.5892 -0.55
F 6.8734 -7.2817 -3.6736 0.17
F 6.5730 -6.9390 -5.7910 0.17
F 5.3745 -5.8771 -4.3390 0.17
H 10.3557 -5.0365 -2.4923 0.09
H 11.0718 -3.5921 -3.2290 0.09
H 9.3434 -3.6450 -2.8747 0.06
H 10.8083 -5.3908 -4.9221 0.13
H 9.7665 -4.0294 -5.3316 0.13
C -9.8870 5.6604 9.6492 -0.06
C -9.2339 4.3040 9.7960 -0.19
O -9.6805 3.3828 8.7765 0.04
C -9.1521 3.5393 7.5752 -0.40
O -8.3326 4.3437 7.2399 0.17
C -9.7222 2.4747 6.6165 -0.55
F -11.0530 2.4186 6.6807 0.18
F -9.2366 1.2670 6.9285 0.17
F -9.3724 2.7518 5.3629 0.16
H -10.9728 5.5623 9.6595 0.08
H -9.5849 6.3073 10.4719 0.08
H -9.6012 6.1390 8.7137 0.08
H -9.5225 3.8386 10.7354 0.13
H -8.1467 4.3698 9.7704 0.13

---

No. 2
70
Properties=species:S:1:pos:R:3:lowdin_spin:R:1 method="wB97M-V/def2-TZVPD" molar_mass_g_mol=787.95 de_lowest_ev=0.0000 fmax_ev_per_a=1.51 total_charge=+3 spin_multiplicity=2 orbital_gap_ev="6.00 / 5.79"
Re -0.2595 0.1725 -0.4084 0.96
C 3.9321 -1.1634 0.1998 0.00
C 2.5361 -0.9272 -0.2329 0.03
N 1.7293 -0.0496 0.2538 0.00
O 2.1931 0.6858 1.3304 0.00
B 2.2818 2.4090 0.9380 0.00
F 2.7360 2.9034 2.0821 0.00
F 3.0410 2.3668 -0.1661 0.00
O 0.8814 2.7694 0.7163 0.00
N 0.4332 2.1811 -0.4459 0.00
C 0.5884 2.8493 -1.5446 0.01
C 1.0678 4.2457 -1.6389 0.00
C 0.3033 2.0557 -2.7564 0.00
N 0.0244 0.8255 -2.4798 0.01
O -0.0657 -0.0004 -3.5273 0.01
B -0.8909 -1.2467 -3.2859 0.00
F -2.0500 -0.8374 -2.6245 0.01
F -1.0529 -1.9227 -4.4132 0.00
O -0.0693 -2.1243 -2.3272 0.00
N 0.6274 -1.4586 -1.4102 -0.01
C 1.8869 -1.7283 -1.2899 0.02
C 2.6147 -2.7292 -2.1068 0.00
C 0.4446 2.5869 -4.1360 0.00
H 4.2846 -0.3944 0.8784 0.00
H 4.5776 -1.1967 -0.6807 0.00
H 4.0111 -2.1456 0.6760 0.00
H 1.4625 4.6184 -0.7021 0.00
H 0.2257 4.8758 -1.9474 0.00
H 1.8211 4.3273 -2.4244 0.00
H 1.9519 -3.2145 -2.8151 0.00
H 3.0746 -3.4804 -1.4597 0.00
H 3.4245 -2.2354 -2.6507 0.00
H 0.1563 3.6354 -4.1830 0.00
H -0.1523 2.0015 -4.8309 0.00
H 1.4884 2.5099 -4.4559 0.00
N -2.2379 1.0542 -0.7765 0.00
C -3.3191 0.1484 -0.3710 0.00
C -4.6342 0.5087 -0.4164 0.01
C -5.6306 -0.4264 -0.0653 0.00
C -5.2788 -1.6957 0.2985 0.01
C -3.9165 -2.0793 0.3367 0.00
C -3.4923 -3.3856 0.6640 0.02
C -2.1574 -3.6931 0.6433 0.00
C -1.2386 -2.7018 0.3044 0.02
N -1.5899 -1.4522 0.0073 0.01
C -2.9315 -1.1315 0.0085 0.00
H -2.3385 1.9269 -0.2570 0.00
H -2.3499 1.2825 -1.7664 0.00
H -4.9211 1.5050 -0.7336 0.00
H -6.6705 -0.1344 -0.1035 0.00
H -6.0362 -2.4266 0.5509 0.00
H -4.2299 -4.1384 0.9150 0.00
H -1.7980 -4.6859 0.8721 0.00
H -0.1860 -2.9373 0.2808 0.00
C 0.3217 1.7077 3.9263 -0.02
Ge 1.3399 0.1977 3.0535 -0.01
C 2.9271 0.3093 4.0974 -0.01
C 0.9704 -1.6944 2.9475 0.00
C -0.7554 0.5672 1.4956 -0.09
H 0.6286 1.5009 4.9503 0.00
H -0.7552 1.7377 3.8340 0.00
H 0.7952 2.6073 3.5384 0.00
H 2.6675 0.0616 5.1273 0.00
H 3.3490 1.3126 4.0595 0.00
H 3.6637 -0.4104 3.7407 0.00
H 1.3212 -2.0861 3.9022 0.00
H 1.5744 -2.1348 2.1539 0.00
H -0.0698 -1.9715 2.8029 0.00
H -0.8571 1.6255 1.7367 0.00
H -1.4238 -0.0322 2.1110 0.01

---

No. 3
91
Properties=species:S:1:pos:R:3:lowdin_charge:R:1 method="wB97M-V/def2-TZVPD" molar_mass_g_mol=2657.83 fmax_ev_per_a=0.79 spin_multiplicity=1 orbital_gap_ev=9.73
C 2.4754 -4.6157 -5.7724 0.05
C 2.0725 -4.5860 -4.5163 -0.17
C 1.3229 -3.4336 -3.8913 -0.17
C 1.6405 -3.4323 -2.3757 -0.33
C 3.0262 -2.8036 -2.1527 -0.16
C 3.0929 -1.2634 -2.2452 -0.17
C 3.4742 -0.5309 -0.9397 -0.15
C 2.3087 0.2277 -0.3057 -0.18
O 2.3974 0.0879 1.1214 -0.03
C 1.2522 0.3234 1.7984 -0.56
C 1.1420 -0.4610 3.0773 0.02
O 0.4180 1.1017 1.4187 0.08
C 0.5707 -2.8158 -1.4711 -0.62
S 1.0661 -3.0605 0.2586 0.88
S -1.0307 -3.6038 -1.7520 0.56
O -1.2434 -4.7128 -0.8890 -0.27
O -2.0027 -2.5513 -1.7788 -0.29
O -0.9125 -4.1992 -3.2108 -0.19
C -0.1908 -3.4450 -4.2283 -0.54
N -0.8235 -2.1412 -4.3795 0.17
O -0.4006 -4.0736 -5.4169 0.13
B -1.6973 -3.9285 -5.9514 -0.81
O -2.7953 -4.4718 -5.3247 0.08
O -1.7816 -3.3494 -7.1889 0.21
H 2.7505 -5.5552 -6.2339 0.07
H 2.5437 -3.7276 -6.3894 0.08
H 2.3089 -5.4226 -3.8642 0.09
H 1.7222 -2.5093 -4.3226 0.15
H 1.7083 -4.4764 -2.0516 0.14
H 3.7050 -3.2467 -2.8826 0.12
H 3.3941 -3.1200 -1.1734 0.10
H 3.8647 -1.0226 -2.9776 0.11
H 2.1658 -0.8487 -2.6551 0.11
H 3.8529 -1.2311 -0.1957 0.11
H 4.2513 0.1936 -1.1795 0.11
H 2.3305 1.2881 -0.5628 0.13
H 1.3407 -0.1565 -0.6323 0.10
H 1.9612 -1.1628 3.2072 0.08
H 1.1514 0.2414 3.9118 0.08
H 0.1873 -0.9832 3.0790 0.09
H 0.3949 -1.7595 -1.6698 0.07
H -0.1669 -3.0712 0.7800 -0.10
H -0.7435 -1.5416 -3.5648 0.09
H -0.3391 -1.6709 -5.1391 0.12
H -3.0423 -4.0073 -4.5151 0.06
H -2.4958 -2.7075 -7.2330 0.12
C 0.3094 4.6785 2.5372 -1.62
Br 0.1042 3.6264 4.1305 0.59
Br -0.0479 6.5403 2.8755 0.62
Br 2.0295 4.4252 1.7267 0.58
H -0.4341 4.3415 1.8291 -0.03
C 1.8982 8.3536 5.5065 -1.65
Br 1.7105 6.9932 6.8506 0.54
Br 1.4250 10.0940 6.1703 0.56
Br 3.6530 8.3285 4.7304 0.56
H 1.2016 8.1062 4.7195 -0.12
C -5.2560 -2.4285 -0.9539 -1.64
Br -5.9994 -3.5974 0.3784 0.59
Br -5.2586 -3.2482 -2.6880 0.62
Br -6.1350 -0.7212 -0.9678 0.56
H -4.2192 -2.2596 -0.6956 -0.05
C -7.5516 2.9302 1.2314 -1.65
Br -5.9801 3.7921 1.9235 0.57
Br -7.4951 2.8024 -0.6883 0.55
Br -7.8397 1.2181 2.0496 0.56
H -8.3977 3.5530 1.4826 -0.03
C 1.1241 13.4086 8.8468 -1.65
Br -0.5953 12.5955 8.5712 0.56
Br 2.3622 12.1787 9.6496 0.56
Br 1.8198 14.1408 7.2115 0.56
H 0.9878 14.2279 9.5374 -0.03
C -1.7061 -8.2596 -3.8449 -1.59
Br -0.1168 -7.1885 -3.9739 0.69
Br -3.0652 -7.3387 -2.8405 0.60
Br -2.3413 -8.7574 -5.5875 0.57
H -1.4671 -9.1659 -3.3083 -0.03
C -6.3286 -7.4690 -6.7496 -1.63
Br -5.5636 -8.7255 -7.9929 0.55
Br -6.9862 -8.3566 -5.1751 0.57
Br -5.0830 -6.0817 -6.3055 0.63
H -7.1767 -7.0139 -7.2399 -0.03
C 6.7347 5.6197 3.6181 -1.64
Br 5.2668 4.7253 4.4728 0.55
Br 6.1276 6.7677 2.1985 0.55
Br 7.7964 6.5903 4.8933 0.57
H 7.3711 4.8682 3.1746 -0.03
C 1.4834 4.8597 10.2143 -1.66
Br 1.4104 3.8715 8.5654 0.54
Br -0.0070 6.0588 10.3808 0.57
Br 1.6283 3.6898 11.7315 0.58
H 2.3802 5.4621 10.1850 -0.03

---

No. 4
59
Properties=species:S:1:pos:R:3:lowdin_charge:R:1 method="wB97M-V/def2-TZVPD" molar_mass_g_mol=451.41 de_lowest_ev=0.0536 smiles="CCN1CCC[C@@H]1CN1C[C@H](C(=O)Nc2ccc(Br)cc2NC(C)C)CC1=O" fmax_ev_per_a=0.41 spin_multiplicity=1 orbital_gap_ev=8.57
C -3.8832 -2.6886 -5.8323 -0.09
C -2.9080 -2.3015 -4.7346 -0.26
N -2.9202 -3.2283 -3.6159 -0.14
C -2.4120 -4.5488 -3.9740 -0.19
C -2.1535 -5.2321 -2.6333 -0.15
C -1.9065 -4.0704 -1.6483 -0.11
C -2.1045 -2.7973 -2.4842 -0.31
C -2.7775 -1.6739 -1.7034 -0.09
N -1.9496 -1.1822 -0.6229 -0.04
C -0.8653 -0.2470 -0.8471 -0.08
C -0.4579 0.2030 0.5702 -0.19
C 1.0463 0.3772 0.6828 -0.44
O 1.8146 -0.4964 0.3388 0.08
N 1.4407 1.5964 1.1627 0.13
C 2.7660 2.0704 1.3044 -0.16
C 3.7977 1.6590 0.4826 0.00
C 5.0616 2.2220 0.5998 -0.13
C 5.2564 3.2097 1.5427 -0.69
Br 6.9591 4.0202 1.7068 0.74
C 4.2456 3.6202 2.3953 -0.08
C 2.9839 3.0372 2.3033 -0.19
N 1.9197 3.4002 3.1211 0.03
C 2.0773 4.3530 4.2132 -0.45
C 2.8743 3.7866 5.3869 -0.05
C 0.6945 4.8018 4.6608 -0.06
C -0.9724 -0.9194 1.4800 -0.02
C -2.0506 -1.6140 0.6637 -0.45
O -2.8551 -2.4211 1.0816 0.07
H -3.9008 -1.9255 -6.6110 0.07
H -3.6077 -3.6327 -6.3025 0.06
H -4.8883 -2.7913 -5.4216 0.08
H -1.8858 -2.2278 -5.1535 0.12
H -3.1694 -1.3089 -4.3655 0.10
H -3.1260 -5.0898 -4.5934 0.11
H -1.4724 -4.4496 -4.5486 0.12
H -3.0250 -5.8113 -2.3316 0.11
H -1.3083 -5.9167 -2.6901 0.10
H -2.6184 -4.0914 -0.8256 0.10
H -0.9085 -4.0975 -1.2111 0.12
H -1.1181 -2.4429 -2.8467 0.15
H -3.0204 -0.8306 -2.3539 0.12
H -3.7047 -2.0461 -1.2661 0.14
H -0.0126 -0.7147 -1.3463 0.13
H -1.2098 0.5907 -1.4583 0.13
H -0.9763 1.1329 0.8132 0.14
H 0.7140 2.2654 1.3627 0.13
H 3.6117 0.8938 -0.2551 0.11
H 5.8681 1.9002 -0.0422 0.10
H 4.4523 4.3754 3.1378 0.09
H 1.3274 2.6233 3.3804 0.13
H 2.6007 5.2194 3.8011 0.14
H 3.0165 4.5432 6.1595 0.08
H 2.3330 2.9472 5.8307 0.08
H 3.8541 3.4264 5.0748 0.07
H 0.7724 5.5411 5.4579 0.08
H 0.1395 5.2377 3.8307 0.08
H 0.1250 3.9537 5.0518 0.08
H -0.1886 -1.6445 1.7042 0.14
H -1.3950 -0.5647 2.4175 0.13